No. 1
Entry from the OMol25 dataset: C45H41N4O3P2PbS as an isolated structure (ωB97M-V/def2-TZVPD).

Last column: Mulliken charge in e.
Geometry (Å):
Pb (0.475, -1.131, 1.198)  1.52
N (-2.404, -0.103, -1.663)  0.02
C (-2.407, 1.179, -2.168)  0.27
C (-2.843, 1.395, -3.481)  -0.35
C (-2.949, 2.672, -3.993)  -0.69
C (-2.644, 3.776, -3.203)  -0.87
C (-2.211, 3.566, -1.905)  -0.50
C (-2.060, 2.287, -1.372)  0.09
P (-1.498, 1.991, 0.353)  1.70
C (-3.104, 2.147, 1.233)  0.14
C (-3.771, 0.950, 1.499)  -0.03
C (-5.017, 0.953, 2.109)  -0.55
C (-5.606, 2.154, 2.482)  -0.57
C (-4.951, 3.349, 2.221)  -0.75
C (-3.712, 3.346, 1.596)  -0.12
C (-0.539, 3.488, 0.758)  0.22
C (-0.519, 4.010, 2.050)  -0.63
C (0.377, 5.011, 2.397)  -0.72
C (1.287, 5.489, 1.465)  -0.59
C (1.302, 4.951, 0.185)  -0.60
C (0.401, 3.957, -0.162)  -0.88
H (-1.825, -0.281, -0.857)  -0.73
H (-2.419, -0.878, -2.305)  0.41
H (-3.113, 0.539, -4.089)  0.42
H (-3.292, 2.810, -5.010)  0.39
H (-2.743, 4.780, -3.593)  0.45
H (-1.977, 4.422, -1.284)  0.36
H (-3.314, 0.009, 1.210)  0.15
H (-5.532, 0.018, 2.293)  0.41
H (-6.572, 2.158, 2.970)  0.39
H (-5.411, 4.290, 2.495)  0.42
H (-3.232, 4.289, 1.365)  0.38
H (-1.196, 3.623, 2.802)  0.48
H (0.369, 5.409, 3.403)  0.42
H (1.985, 6.270, 1.737)  0.39
H (2.018, 5.305, -0.546)  0.44
H (0.434, 3.534, -1.158)  0.36
O (1.888, -1.580, 3.612)  -0.88
N (2.892, -0.740, 3.574)  0.61
C (4.111, -1.196, 3.939)  -0.16
C (5.218, -0.394, 3.888)  -0.94
C (5.078, 0.916, 3.434)  -0.19
C (3.833, 1.363, 3.060)  -0.98
C (2.703, 0.537, 3.139)  0.26
S (1.114, 1.071, 2.741)  -0.03
H (4.117, -2.221, 4.272)  0.47
H (6.173, -0.795, 4.195)  0.41
H (5.935, 1.572, 3.372)  0.41
H (3.675, 2.368, 2.697)  0.52
C (3.243, 2.267, -2.523)  -0.43
C (3.920, 1.233, -1.896)  -0.74
C (3.293, 0.011, -1.682)  -0.66
C (1.977, -0.187, -2.091)  0.29
C (1.296, 0.870, -2.703)  -0.24
C (1.927, 2.082, -2.932)  -0.94
P (0.998, -1.670, -1.662)  1.43
C (0.792, -2.572, -3.233)  -0.05
C (0.135, -3.803, -3.184)  -0.40
C (-0.055, -4.541, -4.341)  -0.73
C (0.390, -4.051, -5.564)  -0.48
C (1.026, -2.821, -5.622)  -0.68
C (1.228, -2.083, -4.461)  -0.28
C (2.161, -2.730, -0.730)  -0.53
C (3.112, -3.546, -1.349)  -0.55
C (3.962, -4.316, -0.574)  -0.70
C (3.867, -4.275, 0.814)  -0.81
C (2.929, -3.460, 1.433)  -0.54
C (2.061, -2.695, 0.663)  0.40
H (3.735, 3.217, -2.689)  0.43
H (4.943, 1.375, -1.570)  0.43
H (3.831, -0.791, -1.191)  0.40
H (0.256, 0.750, -2.991)  0.57
H (1.384, 2.887, -3.413)  0.42
H (-0.234, -4.172, -2.235)  0.43
H (-0.558, -5.497, -4.290)  0.42
H (0.232, -4.624, -6.468)  0.38
H (1.377, -2.434, -6.570)  0.42
H (1.743, -1.132, -4.518)  0.36
H (3.181, -3.579, -2.430)  0.47
H (4.702, -4.948, -1.049)  0.41
H (4.523, -4.893, 1.416)  0.39
H (2.848, -3.437, 2.512)  0.66
C (-3.244, -2.396, 3.705)  -1.66
C (-2.153, -2.308, 2.684)  0.68
N (-0.967, -1.919, 2.974)  0.26
O (-0.770, -1.540, 4.283)  -0.56
C (-2.424, -2.723, 1.295)  0.19
C (-3.693, -3.429, 0.934)  -1.80
N (-1.495, -2.484, 0.417)  0.70
O (-1.574, -2.892, -0.784)  -0.77
H (-3.026, -1.756, 4.553)  0.46
H (-3.338, -3.423, 4.065)  0.34
H (-4.196, -2.110, 3.260)  0.31
H (0.179, -1.271, 4.288)  0.51
H (-3.955, -4.189, 1.673)  0.42
H (-3.563, -3.902, -0.036)  0.39
H (-4.531, -2.730, 0.860)  0.26

Output
charge: 0
2S+1: 2
E_HOMO (alpha / beta): -6.6 / -7.6 eV
relative energy (zero: lowest compared OMol25 entry of this formula, charge and spin): 4.1 kcal per mole
largest force on an atom: 0.0088 hartree/bohr
expectation value of S²: 0.7686
gap between HOMO and LUMO (alpha / beta): 0.26294 / 0.21744 Ha



No. 2
Entry from the OMol25 dataset: C45H41N8O2P2ReS4 as an isolated structure (ωB97M-V/def2-TZVPD).

Last column: Mulliken charge in e.
Geometry (Å):
Re (0.171, 1.076, 0.242)  -0.42
S (0.494, 0.828, 2.554)  -0.06
S (2.474, 1.008, 2.977)  -0.12
S (3.519, 0.108, 1.397)  -0.08
S (2.168, -0.121, -0.112)  -0.24
C (-3.031, -4.059, 0.571)  -1.97
P (-2.090, -2.430, 0.442)  2.20
C (-2.882, -1.480, 1.818)  -0.01
C (-2.733, -0.102, 1.973)  0.19
C (-3.388, 0.575, 2.986)  -1.38
C (-4.238, -0.097, 3.848)  -0.80
C (-4.368, -1.470, 3.732)  -0.88
C (-3.676, -2.156, 2.749)  -0.80
C (-0.402, -2.964, 0.892)  0.84
C (0.166, -2.516, 2.081)  -0.32
C (1.484, -2.825, 2.362)  -0.84
C (2.239, -3.546, 1.452)  -0.53
C (1.672, -3.981, 0.264)  -0.82
C (0.347, -3.702, -0.018)  -0.52
P (-3.289, -4.788, -1.123)  -0.28
C (-4.177, -2.871, -2.948)  -0.95
C (-4.076, -3.692, -4.066)  -0.07
C (-4.804, -3.397, -5.203)  -0.75
C (-5.640, -2.293, -5.231)  -0.63
C (-5.743, -1.474, -4.118)  -0.79
C (-5.012, -1.756, -2.981)  0.40
C (-5.031, -5.340, -0.906)  0.79
C (-5.349, -6.012, 0.274)  -0.55
C (-6.618, -6.527, 0.467)  -0.63
C (-7.585, -6.388, -0.514)  -0.52
C (-7.262, -5.764, -1.705)  -0.72
C (-5.989, -5.263, -1.912)  0.12
H (-4.041, -3.881, 0.948)  1.05
H (-2.516, -4.767, 1.223)  0.62
H (-2.078, 0.470, 1.328)  0.95
H (-3.231, 1.637, 3.095)  0.52
H (-4.783, 0.440, 4.608)  0.44
H (-5.011, -2.020, 4.406)  0.45
H (-3.757, -3.231, 2.743)  0.55
H (-0.414, -1.930, 2.779)  0.49
H (1.930, -2.488, 3.285)  0.46
H (3.276, -3.762, 1.662)  0.42
H (2.269, -4.527, -0.451)  0.44
H (-0.106, -4.042, -0.944)  0.34
H (-3.429, -4.557, -4.030)  0.48
H (-4.729, -4.040, -6.065)  0.46
H (-6.207, -2.067, -6.120)  0.44
H (-6.411, -0.625, -4.127)  0.44
H (-5.095, -1.132, -2.102)  0.46
H (-4.603, -6.136, 1.047)  0.41
H (-6.842, -7.056, 1.381)  0.41
H (-8.579, -6.779, -0.360)  0.39
H (-7.992, -5.686, -2.495)  0.43
H (-5.752, -4.801, -2.855)  0.29
O (-1.023, -0.712, -0.117)  1.22
N (-1.088, -0.499, -1.442)  -0.90
C (-1.991, -1.249, -2.044)  0.60
C (-2.623, -2.236, -1.274)  -0.29
N (-3.496, -3.169, -1.756)  0.68
C (-2.190, -0.966, -3.413)  -0.50
N (-2.318, -0.606, -4.495)  -0.65
C (1.618, 6.182, -5.173)  -1.55
C (1.040, 6.655, -3.876)  0.37
C (0.163, 5.864, -3.147)  -0.12
C (-0.351, 6.288, -1.934)  -0.18
C (0.028, 7.520, -1.412)  0.09
N (-0.446, 8.021, -0.191)  -0.01
C (-0.989, 7.422, 0.904)  0.25
O (-1.729, 8.010, 1.658)  -0.67
N (-0.690, 6.088, 1.169)  -0.03
C (0.333, 5.258, 0.771)  -0.39
C (1.571, 5.685, 0.273)  -0.23
C (2.465, 4.724, -0.166)  -1.26
C (2.126, 3.383, -0.122)  -0.24
N (0.967, 2.958, 0.397)  0.57
C (0.123, 3.886, 0.867)  0.18
C (0.877, 8.336, -2.157)  -0.66
C (1.373, 7.908, -3.371)  -0.63
H (0.992, 5.416, -5.624)  0.35
H (2.608, 5.754, -5.010)  0.29
H (1.727, 7.010, -5.869)  0.42
H (-0.136, 4.900, -3.535)  0.19
H (-1.060, 5.667, -1.409)  0.67
H (-0.563, 9.027, -0.166)  0.26
H (-1.330, 5.712, 1.858)  0.23
H (1.829, 6.730, 0.249)  0.63
H (3.431, 5.011, -0.551)  0.47
H (2.794, 2.618, -0.494)  0.45
H (-0.787, 3.522, 1.334)  0.38
H (1.146, 9.311, -1.777)  0.45
H (2.024, 8.555, -3.939)  0.40
C (-3.427, 2.140, -0.814)  -1.32
C (-2.279, 2.201, -1.752)  -0.38
N (-1.000, 2.173, -1.424)  1.43
C (-0.290, 2.271, -2.590)  -0.16
C (-1.155, 2.350, -3.634)  -1.56
N (-2.407, 2.321, -3.089)  0.32
H (-3.807, 1.120, -0.724)  0.07
H (-4.236, 2.773, -1.170)  0.65
H (-3.123, 2.470, 0.176)  0.02
H (0.783, 2.296, -2.595)  0.58
H (-0.979, 2.425, -4.685)  0.47
H (-3.276, 2.331, -3.600)  0.21

Output
charge: +1
2S+1: 2
E_HOMO (alpha / beta): -8.7 / -8.7 eV
relative energy (zero: lowest compared OMol25 entry of this formula, charge and spin): 20.9 kcal per mole
largest force on an atom: 0.0439 hartree/bohr
expectation value of S²: 0.7938
gap between HOMO and LUMO (alpha / beta): 0.20303 / 0.18295 Ha